{
  "formula": "C10H24IO2P2W",
  "method": "the ωB97M-V functional and the def2-TZVPD basis",
  "total_charge": 3,
  "multiplicity": 3,
  "de_lowest_ev": 4.697,
  "symbols": ["C", "I", "H", "H", "H", "W", "P", "C", "C", "H", "H", "H", "H", "H", "H", "C", "H", "H", "H", "P", "C", "C", "H", "H", "H", "C", "H", "H", "H", "H", "H", "H", "C", "O", "C", "C", "O", "H", "H", "H"],
  "positions_angstrom": [[-0.7584, 0.0111, -1.9822], [1.1123, -0.2159, 2.6585], [0.0960, 0.1086, -2.6572], [-1.4286, 0.8623, -2.1091], [-1.2857, -0.9253, -2.1735], [0.0743, 0.1129, -0.0161], [0.2310, 2.4723, -0.0386], [-1.2065, 3.2968, 0.6526], [1.6910, 2.9830, 0.8895], [1.8580, 4.0272, 0.6113], [0.6268, 4.2240, -1.4978], [2.5494, 2.3382, 0.6899], [1.2507, 2.6525, -2.1665], [-1.3999, 3.1218, 1.7351], [1.4957, 2.9550, 1.9654], [0.4093, 3.1685, -1.6930], [-1.0324, 4.3740, 0.7186], [-0.5322, 3.0088, -2.2287], [-2.1492, 2.9816, 0.1849], [0.1856, -2.3751, 0.0265], [-1.2414, -3.1936, 0.8192], [0.3823, -3.1819, -1.6048], [2.5056, -2.3514, 0.7583], [1.8360, -4.0122, 0.6843], [1.4060, -2.9186, 2.0576], [1.6365, -2.9791, 0.9855], [1.1935, -2.6780, -2.1445], [0.6393, -4.2345, -1.4333], [-1.0698, -4.2799, 0.8165], [-2.1538, -2.9535, 0.2556], [-0.5564, -3.0858, -2.1616], [-1.3429, -2.8287, 1.8498], [-1.8842, -0.0129, 0.7310], [-3.0866, -0.3003, 0.7736], [0.0750, 2.4560, 3.5164], [-0.9667, 0.8863, 1.7829], [-1.7283, 1.3175, 2.6661], [1.1532, 2.2125, 3.8180], [-0.7666, 2.0446, 4.1040], [-0.0655, 3.5230, 3.0574]],
  "mulliken_charge": [-1.58, 0.31, 0.56, 0.47, 0.41, 1.09, 0.99, -1.30, -1.17, 0.42, 0.50, 0.43, 0.42, 0.41, 0.28, -1.12, 0.43, 0.43, 0.41, 0.75, -1.15, -1.26, 0.44, 0.46, 0.41, -1.38, 0.41, 0.46, 0.46, 0.37, 0.40, 0.38, -0.28, -0.23, -0.97, 0.10, -0.34, 0.63, 0.41, 0.54]
}

---

{
  "formula": "C10H24MoN6O3",
  "method": "the ωB97M-V functional and the def2-TZVPD basis",
  "total_charge": 2,
  "multiplicity": 3,
  "de_lowest_ev": 0.000,
  "symbols": ["Mo", "N", "C", "C", "N", "C", "C", "N", "C", "C", "N", "H", "H", "H", "H", "H", "H", "H", "H", "H", "H", "H", "H", "H", "H", "H", "H", "H", "H", "N", "C", "C", "O", "N", "C", "C", "O", "O", "H", "H", "H", "H", "H", "H"],
  "positions_angstrom": [[-0.3318, -0.2200, -0.4292], [-0.8319, 1.8669, -1.1888], [0.0156, 2.9769, -0.6527], [0.3353, 2.5990, 0.8119], [0.9263, 1.2502, 0.9076], [2.4100, 1.3110, 0.4912], [2.8861, -0.0806, 0.2365], [1.8924, -0.7841, -0.6105], [0.9481, 0.9039, 2.3869], [-0.2766, 0.0449, 2.7329], [-0.4125, -1.0639, 1.7211], [-0.6326, 1.6441, -2.1522], [-1.8195, 2.1172, -1.1013], [-0.5043, 3.9445, -0.7644], [0.9262, 3.0220, -1.2932], [-0.5674, 2.5588, 1.3804], [0.9801, 3.2883, 1.3024], [3.0673, 1.7932, 1.2176], [2.4640, 1.8579, -0.4417], [2.9848, -0.6941, 1.1177], [3.8521, -0.0603, -0.2099], [2.0722, -1.7662, -0.5215], [2.0978, -0.5702, -1.5760], [0.9979, 1.8406, 2.9809], [1.8240, 0.2898, 2.5718], [-1.1525, 0.6868, 2.6332], [-0.2696, -0.3840, 3.6854], [-1.2769, -1.5962, 1.8329], [0.2753, -1.8206, 1.8953], [-2.5368, -0.1593, -0.3410], [-3.0970, -1.5739, -0.0786], [-2.1688, -2.5857, -0.7541], [-2.5084, -3.6362, -1.2011], [-0.8141, -2.0812, -0.8707], [-0.0586, -2.5830, -2.0102], [0.3124, -1.4210, -2.8744], [0.9899, -1.4100, -3.8484], [-0.1247, -0.2256, -2.3863], [-2.8601, 0.1115, -1.2459], [-2.9629, 0.4693, 0.3502], [-3.1205, -1.7621, 0.9994], [-4.1188, -1.6764, -0.4085], [0.8487, -3.1161, -1.7117], [-0.6601, -3.3063, -2.5833]],
  "mulliken_charge": [0.41, -0.34, -0.98, -0.91, 1.05, -0.70, -1.02, -0.11, -0.93, -0.72, -0.41, 0.38, 0.27, 0.45, 0.37, 0.55, 0.38, 0.30, 0.34, 0.42, 0.52, 0.23, 0.30, 0.34, 0.38, 0.34, 0.58, 0.27, 0.24, -0.40, -0.85, 0.51, -0.52, 0.40, -0.73, 0.51, -0.51, -0.60, 0.37, 0.30, 0.31, 0.48, 0.31, 0.42]
}